ORCA calculation (ωB97M-V with the def2-TZVPD basis set) on a molecular structure, C36H51ClMgN3OP2.

XYZ file:
```
95
Properties=species:S:1:pos:R:3:forces:R:3
C -1.470717 -1.384795 -1.684579 -0.36 -0.51 -0.85
C 0.717839 -1.984560 -1.071176 1.14 0.76 0.46
C -1.498378 -2.323057 -2.717256 -0.64 1.03 0.59
C 0.668568 -3.057446 -2.001874 -0.45 -0.70 -0.65
C -0.432406 -3.226222 -2.818688 0.97 -0.12 0.67
H -2.347925 -2.335535 -3.398214 0.23 -0.08 0.15
H 1.554364 -3.693259 -2.064136 -0.37 0.11 -0.17
H -0.464158 -4.039794 -3.536140 0.05 0.12 0.02
N -0.457793 -1.317452 -0.799623 0.70 0.36 0.26
P -2.794004 0.126918 0.223901 0.50 0.09 -0.17
P 2.773861 -0.254160 0.260922 0.59 -0.40 -0.07
C -2.577406 -0.331900 -1.558615 0.34 -0.03 0.04
H -2.256885 0.566528 -2.111638 0.04 -0.28 0.25
H -3.508180 -0.658317 -2.040200 0.33 0.02 0.17
C 1.420892 1.401779 2.015738 -0.04 2.87 1.17
O 1.894938 2.347118 2.481054 -0.58 -2.33 -1.20
C 1.993429 -1.611386 -0.541692 -0.95 -1.66 0.39
H 2.737146 -2.395899 -0.735054 -0.23 0.13 -0.13
C 4.005935 0.282939 -1.159682 -0.17 -0.04 0.79
C 3.777121 -0.964681 1.752470 -0.12 0.20 -0.78
C -3.501886 1.870612 0.225891 -0.44 -0.34 0.00
C -3.996119 -1.221003 0.787779 -0.12 0.35 0.00
C 4.089643 1.812551 -1.047241 0.34 0.01 -0.25
H 4.507700 2.129023 -0.082023 -0.12 -0.09 -0.18
H 4.748425 2.201217 -1.837703 -0.11 0.02 0.14
H 3.107667 2.286135 -1.165547 0.20 -0.07 0.07
C 5.391814 -0.355349 -1.053272 0.29 0.11 -0.25
H 5.918672 -0.133633 -0.121812 -0.11 -0.08 -0.27
H 5.340848 -1.443134 -1.190555 0.00 0.28 0.05
H 6.010837 0.036563 -1.876023 -0.09 -0.06 0.16
C 3.456002 -0.146611 -2.521963 0.04 0.10 -0.06
H 4.086694 0.285940 -3.313450 -0.10 -0.02 0.17
H 3.472983 -1.236624 -2.636132 -0.08 0.28 0.03
H 2.433111 0.195512 -2.688021 0.19 -0.21 0.00
C 4.691698 0.161111 2.272129 0.01 -0.12 0.10
H 4.114678 1.052507 2.550633 0.16 -0.19 -0.03
H 5.211985 -0.203487 3.170906 -0.08 0.16 -0.17
H 5.455553 0.466873 1.547820 -0.25 -0.08 0.27
C 2.760057 -1.315220 2.847908 0.01 0.11 -0.02
H 2.079320 -0.476735 3.050849 0.21 -0.32 0.15
H 2.157552 -2.189947 2.572217 0.14 0.17 0.00
H 3.305257 -1.549674 3.775594 -0.18 0.05 -0.20
C 4.568449 -2.237838 1.450642 0.20 -0.08 0.23
H 5.360844 -2.104481 0.711302 -0.20 -0.02 0.22
H 5.049550 -2.557057 2.388360 -0.08 -0.07 -0.20
H 3.907093 -3.048215 1.120669 0.12 0.16 0.04
C -4.474321 -0.902864 2.213619 -0.19 -0.09 0.01
H -5.086577 -1.744376 2.571099 0.14 0.20 -0.04
H -3.630514 -0.785814 2.907875 -0.13 0.02 -0.13
H -5.100739 -0.002895 2.262969 0.17 -0.19 -0.03
C -3.246644 -2.563908 0.817861 0.17 -0.02 0.02
H -2.954662 -2.897924 -0.184077 -0.02 0.07 0.17
H -2.347533 -2.519316 1.442671 -0.27 -0.01 -0.19
H -3.914279 -3.327536 1.245148 0.12 0.20 -0.11
C -5.187144 -1.386689 -0.165806 -0.32 -0.10 0.16
H -5.859787 -2.146587 0.259324 0.13 0.13 -0.13
H -5.768370 -0.470563 -0.295305 0.11 -0.29 0.03
H -4.875080 -1.745243 -1.152920 -0.09 0.02 0.25
C -2.695033 2.756222 -0.746148 -0.09 -0.07 0.04
H -2.871279 2.475665 -1.792349 0.05 0.11 0.24
H -3.025649 3.800654 -0.627957 0.11 -0.30 0.02
H -1.615268 2.713306 -0.549033 -0.21 0.02 -0.02
C -3.372814 2.451702 1.649238 -0.09 0.00 -0.06
H -2.322072 2.556630 1.955768 -0.18 -0.02 -0.12
H -3.830777 3.452605 1.663620 0.15 -0.23 0.04
H -3.887133 1.839011 2.400974 0.12 0.13 -0.18
C -4.970872 1.871373 -0.204299 -0.20 0.59 -0.01
H -5.106370 1.417392 -1.194624 0.01 0.06 0.25
H -5.620653 1.371892 0.525714 0.20 0.11 -0.22
H -5.312524 2.915665 -0.274708 0.00 -0.21 -0.01
Mg -0.141773 0.047023 0.833306 -0.30 -0.95 0.06
N 0.462827 1.251076 -0.644387 1.45 0.63 -4.01
C 0.798989 1.424867 -1.762604 -2.31 1.57 3.26
C 0.811138 2.225771 -2.958668 0.43 -0.03 -1.43
C 0.674091 3.625318 -2.854316 -0.01 0.04 0.26
C 0.951645 1.642914 -4.232079 0.07 0.22 0.04
C 0.697021 4.429340 -3.997718 0.01 -0.41 0.21
H 0.553247 4.074922 -1.864105 0.04 -0.14 -0.37
C 1.017893 2.457025 -5.367831 -0.16 -0.18 0.31
H 1.011726 0.556337 -4.312033 0.05 0.33 -0.09
C 0.898916 3.844486 -5.251171 -0.04 -0.06 0.06
H 0.552263 5.507422 -3.901292 0.14 -0.38 -0.02
H 1.146864 1.995883 -6.347425 -0.03 0.15 0.29
H 0.954558 4.472812 -6.145227 -0.05 -0.25 0.35
Cl -1.799020 0.695484 6.243795 -0.02 0.18 0.24
C -1.285411 -0.394801 5.029899 0.30 -0.06 -0.65
C -1.267742 -1.771729 5.268839 0.15 0.16 -0.61
C -0.886474 -2.612652 4.223731 0.03 0.22 -0.15
C -0.566605 -2.059527 2.983263 -0.15 0.41 0.35
N -0.585242 -0.727872 2.767937 0.24 -0.02 0.74
C -0.888549 0.117399 3.787443 -0.23 -1.48 -0.04
H -1.544574 -2.150801 6.245014 0.01 -0.02 -0.09
H -0.834161 -3.692515 4.336878 -0.06 0.23 0.11
H -0.286648 -2.703350 2.139813 -0.08 0.38 0.31
H -0.833581 1.190944 3.615828 -0.10 -0.25 -0.04
```
Forces are in eV/Å.

Output
HOMO in eV: -8.7255
M in g/mol: 663.5
Charge: +1
Frontier orbital gap in eV: 5.997